No. 1
# C47H47BN9ORuS2

A structure of composition C47H47BN9ORuS2 at a distorted geometry (wB97M-V/def2-TZVPD, the Open Molecules 2025 dataset).

Last column: Mulliken spin population.
CARTESIAN COORDINATES (ANGSTROEM)
1 Ru 0.172 0.684 -0.635  0.606
2 C 3.367 -0.330 -5.094  0.000
3 C 2.754 -0.743 -3.797  -0.001
4 C 2.848 -1.947 -3.135  0.003
5 C 2.060 -1.798 -1.987  0.013
6 N 1.545 -0.571 -1.938  0.059
7 N 1.976 0.065 -3.054  -0.046
8 B 1.493 1.484 -3.375  0.022
9 N 1.984 2.439 -2.292  0.011
10 N 1.714 2.196 -0.991  -0.018
11 C 2.296 3.164 -0.285  0.011
12 C 2.961 4.040 -1.159  -0.004
13 C 2.733 3.553 -2.425  0.002
14 C 3.204 4.090 -3.736  0.000
15 C 2.258 3.307 1.191  0.005
16 C 1.322 2.673 2.000  0.014
17 C 1.312 2.880 3.372  0.009
18 C 2.244 3.719 3.964  0.001
19 C 3.194 4.347 3.169  -0.001
20 C 3.196 4.145 1.798  0.002
21 N -0.041 1.430 -3.485  0.013
22 N -0.796 0.886 -2.496  0.001
23 C -2.059 0.890 -2.930  -0.010
24 C -2.114 1.471 -4.202  0.002
25 C -0.815 1.787 -4.525  0.001
26 C -0.284 2.410 -5.774  -0.001
27 C -3.234 0.448 -2.149  0.024
28 C -3.142 -0.486 -1.128  0.006
29 C -4.250 -0.805 -0.357  0.010
30 C -5.476 -0.210 -0.610  0.001
31 C -5.590 0.695 -1.661  0.000
32 C -4.479 1.017 -2.423  0.000
33 C 1.826 -2.828 -0.961  0.007
34 C 0.660 -2.850 -0.212  -0.001
35 C 0.472 -3.808 0.768  0.008
36 C 1.437 -4.779 0.994  0.000
37 C 2.593 -4.786 0.224  0.000
38 C 2.785 -3.814 -0.746  -0.003
39 H 3.962 -1.155 -5.483  0.000
40 H 4.017 0.537 -4.977  0.000
41 H 2.610 -0.075 -5.835  0.000
42 H 3.370 -2.828 -3.466  0.000
43 H 1.955 1.840 -4.420  0.000
44 H 3.513 4.928 -0.909  0.000
45 H 3.789 4.991 -3.557  0.000
46 H 2.373 4.348 -4.392  0.000
47 H 3.831 3.373 -4.266  0.000
48 H 0.575 2.018 1.561  -0.018
49 H 0.560 2.384 3.972  -0.001
50 H 2.232 3.885 5.034  0.000
51 H 3.937 4.994 3.616  0.000
52 H 3.950 4.635 1.198  0.000
53 H -2.977 1.590 -4.833  0.000
54 H -1.113 2.624 -6.445  0.000
55 H 0.416 1.754 -6.292  0.000
56 H 0.235 3.345 -5.563  0.000
57 H -2.195 -0.977 -0.933  0.020
58 H -4.144 -1.512 0.459  -0.016
59 H -6.337 -0.451 0.000  0.000
60 H -6.541 1.162 -1.876  0.000
61 H -4.574 1.743 -3.219  0.000
62 H -0.113 -2.110 -0.404  -0.025
63 H -0.431 -3.794 1.350  0.000
64 H 1.285 -5.525 1.764  0.000
65 H 3.349 -5.545 0.381  0.000
66 H 3.699 -3.808 -1.327  0.000
67 C -3.613 1.867 2.288  -0.003
68 C -2.504 1.870 1.267  -0.019
69 S -1.428 0.546 1.224  0.183
70 C -2.308 2.910 0.384  0.055
71 C -3.199 4.128 0.343  -0.007
72 S -1.011 2.837 -0.702  0.109
73 H -3.499 1.036 2.980  -0.007
74 H -4.584 1.766 1.798  0.002
75 H -3.626 2.792 2.866  -0.001
76 H -4.241 3.855 0.514  -0.002
77 H -3.128 4.628 -0.620  0.003
78 H -2.907 4.847 1.111  0.004
79 C -3.309 -6.036 1.856  0.000
80 C -2.700 -4.867 2.581  -0.001
81 C -3.075 -3.561 2.274  0.002
82 C -2.455 -2.472 2.867  0.028
83 C -1.432 -2.673 3.785  0.009
84 N -0.864 -1.543 4.431  -0.001
85 C 0.394 -1.406 4.963  0.000
86 O 0.589 -0.820 6.002  0.000
87 N 1.469 -1.946 4.232  0.000
88 C 1.840 -1.437 2.964  0.006
89 C 3.176 -1.481 2.598  0.004
90 C 3.579 -0.847 1.443  -0.002
91 C 2.639 -0.174 0.681  -0.002
92 N 1.336 -0.182 0.993  -0.027
93 C 0.946 -0.825 2.102  -0.014
94 C -1.074 -3.968 4.138  0.000
95 C -1.707 -5.046 3.541  0.001
96 H -4.381 -5.904 1.714  0.000
97 H -3.144 -6.967 2.398  0.000
98 H -2.858 -6.146 0.867  0.000
99 H -3.867 -3.391 1.552  -0.001
100 H -2.750 -1.461 2.610  -0.023
101 H -1.521 -0.880 4.817  0.000
102 H 2.266 -2.047 4.849  0.000
103 H 3.897 -1.984 3.233  0.000
104 H 4.617 -0.845 1.142  0.000
105 H 2.917 0.377 -0.202  0.004
106 H -0.102 -0.804 2.338  -0.003
107 H -0.316 -4.132 4.891  0.000
108 H -1.420 -6.051 3.828  0.000

Calculated values
Orbital gap (spin up / spin down)   6.27 / 5.77 eV
2S+1   2
LUMO (spin up / spin down)   0.30 / -0.28 eV


No. 2
# C4H6P2

The molecule C4H6P2 at a distorted geometry (wB97M-V/def2-TZVPD, the Open Molecules 2025 dataset).

Last column: Löwdin charge in e.
CARTESIAN COORDINATES (ANGSTROEM)
1 C 0.359 0.266 -0.185  -0.162
2 C -0.441 -0.470 0.551  -0.267
3 C -0.269 1.137 -1.584  -0.929
4 C 0.046 -1.226 1.759  -0.146
5 P 0.787 2.504 -2.286  0.482
6 P 0.639 0.701 -3.115  0.488
7 H 1.401 0.727 -0.007  0.098
8 H -1.528 -0.670 0.330  0.118
9 H -1.405 1.244 -1.730  0.045
10 H -0.512 -2.256 1.790  0.094
11 H 1.111 -1.471 1.760  0.052
12 H -0.187 -0.485 2.715  0.127

Calculated values
Orbital gap   8.11 eV
LUMO   -0.75 eV


No. 3
# C16H18N4O3S2

The molecule C16H18N4O3S2 at a distorted geometry (wB97M-V/def2-TZVPD, the Open Molecules 2025 dataset).

Last column: Löwdin charge in e.
CARTESIAN COORDINATES (ANGSTROEM)
1 C -2.720 4.784 2.708  -0.093
2 O -2.581 3.394 2.542  -0.089
3 C -1.339 2.891 2.294  -0.281
4 C -0.178 3.645 2.176  -0.012
5 C 1.037 3.031 1.925  0.000
6 C 1.109 1.652 1.787  -0.222
7 N 2.309 0.967 1.534  0.092
8 C 3.479 1.472 1.070  -0.551
9 O 3.723 2.646 0.914  0.066
10 C 4.513 0.393 0.744  -0.373
11 S 4.812 0.307 -1.063  0.953
12 C 3.358 -0.424 -1.643  -0.896
13 N 3.073 -0.478 -2.900  -0.074
14 N 1.934 -1.100 -3.170  0.000
15 C 1.322 -1.529 -2.120  -0.568
16 N 0.117 -2.173 -2.131  0.126
17 C -0.522 -2.523 -0.973  -0.443
18 O -0.022 -2.296 0.111  -0.008
19 C -1.852 -3.191 -1.164  -0.202
20 C -1.860 -4.376 -2.156  -0.126
21 C -2.768 -3.584 -3.110  -0.164
22 C -2.839 -2.439 -2.087  -0.125
23 S 2.144 -1.210 -0.615  1.115
24 C -0.055 0.891 1.901  -0.016
25 C -1.262 1.503 2.150  0.000
26 H -2.425 5.329 1.805  0.095
27 H -2.135 5.148 3.559  0.095
28 H -3.778 4.954 2.901  0.092
29 H -0.199 4.719 2.278  0.104
30 H 1.930 3.625 1.828  0.105
31 H 2.215 -0.037 1.603  0.088
32 H 5.480 0.697 1.146  0.086
33 H 4.249 -0.599 1.107  0.064
34 H -0.302 -2.337 -3.035  0.152
35 H -2.247 -3.425 -0.175  0.147
36 H -2.326 -5.268 -1.744  0.110
37 H -0.885 -4.651 -2.554  0.109
38 H -2.300 -3.314 -4.056  0.103
39 H -3.721 -4.058 -3.327  0.103
40 H -3.820 -2.310 -1.638  0.110
41 H -2.492 -1.470 -2.440  0.110
42 H -0.011 -0.182 1.779  0.099
43 H -2.168 0.926 2.238  0.118

Calculated values
Orbital gap   8.51 eV
LUMO   0.50 eV
Structure (SMILES)   COc1ccc(NC(=O)CSc2nnc(NC(=O)C3CCC3)s2)cc1


Ordered relative energy (zero: lowest compared OMol25 entry of this formula, charge and spin) results: 27.6; 37.4; 15.3; unit kcal/mol.